(1)
Density functional theory data (ωB97M-V/def2-TZVPD) for C20H22N2O5 in the gas phase.

Geometry (Å):
1 O -0.921 1.642 -2.966
2 O -2.561 0.677 1.358
3 O 1.655 -0.238 3.051
4 O 0.763 -1.416 -2.280
5 O 2.646 0.059 -0.420
6 N -1.088 -0.570 2.523
7 N -0.816 -0.479 -0.929
8 C -0.232 -1.725 2.677
9 C -0.621 0.570 3.286
10 C 0.920 0.913 -1.734
11 C 2.144 1.126 -1.094
12 C 2.733 2.386 -1.145
13 C 0.820 0.883 2.869
14 C -2.000 -0.392 1.540
15 C -1.615 2.637 -3.679
16 C -2.559 -3.737 -1.047
17 C 0.276 1.957 -2.403
18 C -3.220 -3.712 0.170
19 C -3.054 -2.634 1.024
20 C 0.877 3.211 -2.453
21 C 1.205 -1.341 2.295
22 C 3.910 0.177 0.191
23 C -2.235 -1.579 0.655
24 C 0.302 -0.457 -1.710
25 C 2.096 3.405 -1.829
26 C -1.599 -1.587 -0.593
27 C -1.752 -2.682 -1.435
28 H 1.890 -2.160 2.517
29 H 1.237 1.680 3.487
30 H 4.128 -0.808 0.600
31 H -1.883 3.480 -3.034
32 H -0.654 0.324 4.352
33 H -1.091 0.387 -0.486
34 H 0.409 4.032 -2.970
35 H -0.258 -2.034 3.728
36 H -1.035 2.999 -4.533
37 H 3.893 0.908 1.006
38 H -0.581 -2.545 2.050
39 H 0.832 1.196 1.812
40 H -1.280 1.414 3.079
41 H 4.681 0.448 -0.535
42 H 2.559 4.380 -1.871
43 H 1.251 -1.109 1.221
44 H -2.679 -4.583 -1.707
45 H -3.553 -2.610 1.981
46 H 3.675 2.579 -0.661
47 H -3.859 -4.533 0.459
48 H -2.524 2.157 -4.038
49 H -1.237 -2.696 -2.380

Values from the calculation:
- maximum force (Eh/bohr) = 0.0111
- gap between HOMO and LUMO (eV) = 9.29
- E_LUMO (hartree) = 0.0271
- relative energy (zero: lowest compared OMol25 entry of this formula, charge and spin) (kJ/mol) = 245.7

Mulliken atomic charge list, values in e, 2 entries:
1. O -0.331
2. O -0.682

***

(2)
Density functional theory data (ωB97M-V/def2-TZVPD) for C2H4ClN2P as an isolated structure in a non-equilibrium geometry.

Geometry (Å):
1 Cl -1.897 1.319 0.055
2 P -1.157 -0.786 0.093
3 N 0.239 -0.490 -0.928
4 N -2.103 -1.896 0.036
5 C 0.039 0.289 1.029
6 C 1.030 0.349 -0.064
7 H 2.138 0.060 0.379
8 H -0.026 1.057 1.826
9 H 1.156 1.181 -0.655
10 H 0.580 -1.082 -1.772

Values from the calculation:
- maximum force (Eh/bohr) = 0.0750
- gap between HOMO and LUMO (alpha / beta) (eV) = 6.40 / 6.40
- E_LUMO (alpha / beta) (hartree) = -0.0900 / -0.0899
- relative energy (zero: lowest compared OMol25 entry of this formula, charge and spin) (kJ/mol) = 545.0

Mulliken atomic charge list, values in e, 2 entries:
1. Cl -0.198
2. P 0.642

***

(3)
Density functional theory data (ωB97M-V/def2-TZVPD) for C18H16F5N2O4Pt as an isolated structure in a non-equilibrium geometry.

Geometry (Å):
1 Pt -1.067 -0.657 -1.323
2 F -1.822 -3.356 -0.867
3 F -1.509 -3.112 -3.014
4 F 0.850 -3.222 -0.440
5 F 0.248 -4.728 -1.867
6 F 1.204 -2.922 -2.574
7 O 1.212 -0.455 -1.091
8 O 3.642 -0.366 -1.757
9 O -3.002 0.187 -1.079
10 O -0.751 2.065 -1.385
11 N 0.627 -0.071 1.127
12 N -0.660 -0.061 0.720
13 C 0.335 -3.394 -1.666
14 C -5.051 -0.061 -0.002
15 C -3.632 -0.012 0.041
16 C 0.497 2.728 -1.252
17 C -1.025 -2.705 -1.791
18 C 5.268 -0.242 -0.066
19 C 3.925 -0.282 -0.445
20 C 4.636 -0.140 2.253
21 C 0.378 4.229 -1.468
22 C -1.599 -0.179 1.585
23 C 1.488 -0.262 0.157
24 C -3.848 -0.260 2.462
25 C 5.618 -0.176 1.268
26 C 2.925 -0.229 0.544
27 C -3.020 -0.135 1.333
28 C 3.304 -0.163 1.885
29 C -5.823 -0.188 1.126
30 C -5.221 -0.282 2.383
31 H -5.503 0.006 -0.985
32 H -5.823 -0.381 3.278
33 H 0.046 4.450 -2.486
34 H -3.376 -0.339 3.436
35 H 6.666 -0.158 1.543
36 H 1.239 2.303 -1.936
37 H 0.829 2.520 -0.235
38 H -1.118 2.225 -2.261
39 H 4.915 -0.100 3.298
40 H 2.514 -0.134 2.621
41 H 1.345 4.707 -1.308
42 H 6.020 -0.277 -0.845
43 H 2.660 -0.484 -1.813
44 H -1.294 -0.320 2.626
45 H -0.345 4.655 -0.771
46 H -6.903 -0.222 1.040

Values from the calculation:
- maximum force (Eh/bohr) = 0.0325
- gap between HOMO and LUMO (alpha / beta) (eV) = 7.01 / 6.79
- E_LUMO (alpha / beta) (hartree) = 0.1001 / 0.1010
- total charge = -1
- relative energy (zero: lowest compared OMol25 entry of this formula, charge and spin) (kJ/mol) = 282.7

Mulliken atomic charge list, values in e, 2 entries:
1. Pt 1.054
2. F -0.300

***

(4)
Density functional theory data (ωB97M-V/def2-TZVPD) for C28H41IrN7O8PS3 as an isolated structure.

Geometry (Å):
1 Ir 0.662 -0.283 -0.032
2 S 2.776 -1.050 -1.946
3 S -3.743 -0.754 -0.965
4 S 4.078 0.576 2.885
5 P -1.006 -3.214 -0.670
6 O -3.940 -1.407 0.471
7 O 2.644 -1.627 -0.584
8 O -0.487 1.328 1.336
9 O -1.880 -3.076 -1.869
10 O -0.483 2.241 -3.070
11 O 3.415 -1.909 -2.903
12 O -0.730 -1.940 0.156
13 O -0.450 0.906 -1.277
14 N 0.720 -3.417 -2.698
15 N 1.896 -0.226 1.741
16 N -3.143 -4.001 0.665
17 N -1.887 -0.168 2.340
18 N 1.235 -0.777 -2.258
19 N 2.166 2.103 1.796
20 N -1.939 2.073 2.891
21 C 2.015 -2.669 2.196
22 C 2.760 -3.699 2.744
23 C 3.705 0.440 -1.853
24 C 3.995 -3.453 3.342
25 C -5.292 -1.147 -1.762
26 C 3.948 2.776 -1.381
27 C 3.740 -1.140 2.873
28 C -3.986 0.952 -0.594
29 C -1.726 -4.404 0.500
30 C 4.496 -2.165 3.422
31 C 2.524 -1.379 2.245
32 C 0.579 -3.917 -1.292
33 C 5.061 0.353 -2.156
34 C 2.578 0.865 2.069
35 C -3.777 3.204 -1.345
36 C -3.593 1.854 -1.573
37 C -1.411 1.082 2.157
38 C 6.181 3.930 -1.560
39 C 5.310 2.711 -1.666
40 C -0.101 1.241 -2.520
41 C -4.699 2.730 0.819
42 C -4.516 5.137 0.079
43 C -2.976 1.909 3.895
44 C 0.797 0.216 -3.222
45 C 5.850 1.483 -2.053
46 C -4.332 3.663 -0.149
47 C 3.144 1.651 -1.468
48 C -4.533 1.369 0.609
49 H 0.186 -0.254 -3.996
50 H -0.142 -3.615 -3.211
51 H -3.516 -4.373 1.531
52 H -5.205 5.555 -0.657
53 H 3.502 3.727 -1.114
54 H -3.459 3.916 -2.097
55 H 6.929 3.948 -2.352
56 H -5.275 -2.204 -2.026
57 H -5.356 -0.541 -2.667
58 H 1.613 0.736 -3.725
59 H 1.531 -3.807 -3.174
60 H 2.082 1.753 -1.266
61 H 1.449 -3.605 -0.722
62 H 4.561 -4.272 3.765
63 H -1.204 -4.351 1.455
64 H -3.491 -2.334 0.533
65 H -1.640 -5.423 0.117
66 H -4.834 0.648 1.358
67 H 2.717 2.893 2.081
68 H 2.376 -4.712 2.720
69 H -1.578 2.989 2.694
70 H -1.620 -0.880 1.676
71 H 6.716 3.931 -0.608
72 H 0.833 -2.377 -2.675
73 H -5.136 3.074 1.749
74 H -3.568 5.665 -0.029
75 H 5.482 -0.589 -2.483
76 H -6.104 -0.907 -1.077
77 H -3.922 1.585 3.451
78 H 5.595 4.846 -1.618
79 H 5.442 -1.965 3.909
80 H 1.042 -2.845 1.752
81 H -4.916 5.343 1.071
82 H -3.128 1.518 -2.495
83 H -3.147 2.867 4.378
84 H -3.683 -4.431 -0.082
85 H 1.194 2.234 1.530
86 H 6.904 1.417 -2.295
87 H 0.517 -5.004 -1.318
88 H -2.673 1.197 4.664
89 H -2.717 -0.326 2.886

Values from the calculation:
- spin multiplicity = 5
- ⟨S²⟩ = 6.009
- maximum force (Eh/bohr) = 0.0142
- gap between HOMO and LUMO (alpha / beta) (eV) = 8.99 / 6.43
- E_LUMO (alpha / beta) (hartree) = -0.1539 / -0.2499
- total charge = +2
- relative energy (zero: lowest compared OMol25 entry of this formula, charge and spin) (kJ/mol) = 0.0

Mulliken atomic charge list, values in e, 2 entries:
1. Ir 3.356
2. S 1.281

***

(5)
Density functional theory data (ωB97M-V/def2-TZVPD) for an isolated ion of composition C5H13N5 and charge +2 in a non-equilibrium geometry.

Geometry (Å):
1 N -2.036 -1.925 -0.092
2 N -1.287 -0.672 0.122
3 N 2.286 0.342 -0.226
4 N 0.855 -1.664 0.127
5 N -1.101 1.726 0.345
6 C 0.090 -0.659 0.143
7 C 0.122 2.018 -0.281
8 C 1.028 0.857 0.268
9 C 2.207 -1.283 0.172
10 C -1.930 0.662 -0.074
11 H 2.568 -1.525 1.134
12 H -1.604 -2.791 -0.360
13 H -2.557 -2.042 0.761
14 H 2.905 -1.768 -0.604
15 H -2.799 0.791 0.447
16 H 0.388 3.041 0.063
17 H 1.148 1.147 1.306
18 H -2.029 0.807 -1.238
19 H -2.770 -1.891 -0.956
20 H -1.068 1.839 1.343
21 H 0.112 2.085 -1.324
22 H 2.430 0.190 -1.261
23 H 3.041 0.716 0.188

Values from the calculation:
- maximum force (Eh/bohr) = 0.1144
- gap between HOMO and LUMO (eV) = 10.31
- E_LUMO (hartree) = -0.2589
- total charge = +2
- relative energy (zero: lowest compared OMol25 entry of this formula, charge and spin) (kJ/mol) = 319.4

Mulliken atomic charge list, values in e, 2 entries:
1. N -0.431
2. N 0.103

***

(6)
Density functional theory data (ωB97M-V/def2-TZVPD) for C4H8NO as an isolated structure in a non-equilibrium geometry.

Geometry (Å):
1 O 1.153 -1.944 1.801
2 N 0.964 0.470 -0.446
3 C -1.091 -1.293 1.446
4 C 0.867 1.434 -1.502
5 C -0.115 -0.131 0.112
6 C -0.042 -2.092 1.962
7 H -0.246 1.753 -1.676
8 H 1.831 0.306 0.002
9 H 1.287 2.508 -1.163
10 H -1.012 0.486 -0.223
11 H -0.580 -2.926 2.601
12 H -1.513 -0.589 2.060
13 H 1.512 0.977 -2.266
14 H -1.926 -1.857 0.934

Values from the calculation:
- maximum force (Eh/bohr) = 0.1203
- gap between HOMO and LUMO (eV) = 9.79
- E_LUMO (hartree) = -0.1849
- total charge = +1
- relative energy (zero: lowest compared OMol25 entry of this formula, charge and spin) (kJ/mol) = 402.2

Mulliken atomic charge list, values in e, 2 entries:
1. O -0.417
2. N -0.078

***

(7)
Density functional theory data (ωB97M-V/def2-TZVPD) for C5H10O as an isolated structure.

Geometry (Å):
1 O -0.008 -0.881 1.406
2 C 0.041 1.213 -0.078
3 C -0.387 0.313 -1.057
4 C -0.723 1.436 1.203
5 C 0.450 -1.695 -0.961
6 C 0.270 0.378 1.456
7 H -1.410 -0.052 -1.036
8 H 1.248 0.687 1.847
9 H -0.075 -1.834 -1.908
10 H 1.496 -1.447 -1.152
11 H 0.039 0.402 -2.050
12 H 0.060 -1.211 0.216
13 H 0.430 -2.676 -0.462
14 H 0.888 1.854 -0.295
15 H -1.763 1.112 1.194
16 H -0.555 2.401 1.677

Values from the calculation:
- maximum force (Eh/bohr) = 0.0082
- gap between HOMO and LUMO (eV) = 9.70
- E_LUMO (hartree) = 0.0273
- relative energy (zero: lowest compared OMol25 entry of this formula, charge and spin) (kJ/mol) = 410.6

Mulliken atomic charge list, values in e, 2 entries:
1. O -0.637
2. C 0.074